Here is a structure of composition C27H33F32O8PS at a distorted geometry from the OMol25 dataset. Energies are from ωB97M-V/def2-TZVPD.

```
! wB97M-V def2-TZVPD RIJCOSX def2/J DEFGRID3
* xyz 0 1
C -2.525 -4.162 2.416
C -3.557 -3.193 1.812
C -4.906 -3.840 1.460
C -5.549 -3.265 0.198
C -6.260 -1.924 0.374
C -5.383 -0.686 0.648
C -5.070 0.191 -0.559
O -3.696 0.062 -1.029
S -3.390 -1.230 -1.912
O -4.272 -1.266 -3.053
O -1.962 -0.478 -2.409
P -1.120 -1.290 -3.511
O -0.856 -2.703 -3.213
H -2.837 -5.199 2.294
H -1.551 -4.064 1.938
H -2.377 -3.985 3.479
H -3.135 -2.681 0.947
H -3.742 -2.421 2.560
H -5.594 -3.809 2.306
H -4.722 -4.902 1.274
H -4.789 -3.224 -0.588
H -6.302 -3.975 -0.152
H -6.824 -1.732 -0.544
H -7.006 -2.014 1.163
H -5.932 -0.050 1.344
H -4.446 -0.935 1.142
H -5.135 1.242 -0.297
H -5.761 0.020 -1.384
H -1.843 -1.105 -4.692
H 0.008 -0.470 -3.591
C 1.716 -0.771 5.604
C 0.926 -0.451 6.878
C -0.032 -1.519 7.412
F -1.018 -1.749 6.522
F -0.589 -1.066 8.556
F 0.267 0.716 6.735
F 1.862 -0.279 7.862
O 1.218 -0.227 4.400
C 0.331 -0.864 3.596
C -0.939 -0.027 3.407
F -1.574 0.148 4.580
F -1.760 -0.685 2.557
F 0.049 -2.110 4.004
F 0.900 -0.966 2.365
H 2.670 -0.265 5.735
H 1.934 -1.836 5.522
H 0.500 -2.450 7.621
H -0.684 0.945 2.982
C -1.350 0.141 -8.010
C -1.368 0.562 -9.486
C -2.148 -0.315 -10.471
F -1.603 -1.545 -10.544
F -2.083 0.252 -11.695
F -0.109 0.737 -9.933
F -1.995 1.775 -9.519
O -0.201 -0.549 -7.560
C -0.110 -1.911 -7.602
C 1.085 -2.369 -8.449
F 0.939 -1.945 -9.718
F 1.124 -3.718 -8.446
F -1.253 -2.482 -8.012
F 0.123 -2.341 -6.340
H -1.332 1.082 -7.462
H -2.272 -0.372 -7.734
H -3.197 -0.395 -10.173
H 2.013 -1.971 -8.034
C 1.313 0.811 -0.632
C 1.379 2.205 0.009
C 1.033 3.416 -0.862
F 1.920 3.542 -1.867
F 1.099 4.527 -0.095
F 2.580 2.394 0.595
F 0.433 2.200 0.997
O 2.537 0.252 -1.058
C 3.022 0.444 -2.316
C 4.409 1.102 -2.283
F 4.331 2.312 -1.696
F 4.842 1.267 -3.551
F 2.170 1.136 -3.093
F 3.187 -0.770 -2.887
H 0.980 0.155 0.172
H 0.549 0.771 -1.410
H 0.023 3.324 -1.270
H 5.108 0.471 -1.732
C 4.035 3.422 3.699
C 4.215 4.859 4.204
C 5.634 5.436 4.218
F 6.417 4.742 5.068
F 5.575 6.716 4.645
F 3.658 4.996 5.424
F 3.519 5.650 3.335
O 3.923 2.417 4.689
C 4.999 1.749 5.186
C 5.104 1.906 6.709
F 5.281 3.201 7.023
F 6.173 1.205 7.143
F 6.144 2.082 4.575
F 4.789 0.426 4.943
H 3.065 3.423 3.205
H 4.775 3.169 2.940
H 6.071 5.416 3.217
H 4.197 1.532 7.191
*
```

- calculated total energy (Eh) = -5585.832158
- highest occupied orbital energy (eV) = -10.72
- Kohn-Sham gap (eV) = 10.87

Here is a structure of composition C27H33F3LuN9O7P2S at a distorted geometry from the OMol25 dataset. Energies are from ωB97M-V/def2-TZVPD.

```
! wB97M-V def2-TZVPD RIJCOSX def2/J DEFGRID3
* xyz 0 1
Lu -1.171 -0.188 -0.367
C 2.185 0.341 1.423
N 1.804 0.160 0.027
C 2.214 1.307 -0.777
C 1.136 2.339 -0.727
N -0.041 2.167 -0.183
C -0.708 3.388 -0.383
C -1.992 3.783 -0.017
C -2.379 5.066 -0.349
C -1.522 5.946 -1.029
C -0.246 5.567 -1.394
C 0.131 4.274 -1.054
N 1.316 3.577 -1.244
C 1.128 -0.108 2.375
N -0.150 -0.160 2.127
C -0.727 -0.616 3.327
C -2.052 -0.874 3.676
C -2.311 -1.333 4.951
C -1.286 -1.534 5.889
C 0.031 -1.273 5.570
C 0.273 -0.814 4.281
N 1.454 -0.478 3.641
H 3.135 -0.152 1.674
H 2.337 1.409 1.603
H 2.173 -0.695 -0.370
H 3.152 1.748 -0.411
H 2.358 1.002 -1.814
H -2.652 3.092 0.484
H -3.373 5.399 -0.087
H -1.870 6.940 -1.275
H 0.417 6.238 -1.922
H 2.106 3.867 -1.795
H -2.856 -0.718 2.977
H -3.334 -1.538 5.234
H -1.534 -1.893 6.878
H 0.828 -1.416 6.286
H 2.380 -0.473 4.033
F 2.539 -1.161 -6.444
C 1.864 -0.650 -5.394
F 2.733 0.165 -4.758
F 0.901 0.126 -5.906
C 1.334 -1.727 -4.486
C 1.547 -3.052 -4.811
C 1.094 -4.058 -3.965
C 0.465 -3.657 -2.801
N 0.246 -2.389 -2.476
C 0.633 -1.406 -3.302
S 0.185 0.198 -2.830
H 2.071 -3.299 -5.724
H 1.240 -5.103 -4.191
H 0.130 -4.391 -2.073
O -2.748 -1.177 -2.146
P -3.534 0.247 -2.125
O -4.386 0.468 -3.285
O -2.384 1.107 -1.649
O -4.465 0.072 -0.767
P -3.761 -0.119 0.665
O -5.005 -0.279 1.632
O -2.843 1.022 0.986
O -2.916 -1.367 0.641
H -3.160 -1.883 -2.651
H -5.757 0.258 1.371
C -1.059 -6.035 0.140
N -1.235 -4.596 0.178
C -2.267 -4.081 -0.696
C -0.320 -3.763 0.735
N -0.252 -2.510 0.434
N 0.549 -4.399 1.645
C -0.096 -4.870 2.865
C 1.804 -3.735 1.917
H -1.168 -6.379 -0.891
H -1.813 -6.547 0.744
H -0.071 -6.312 0.498
H -3.104 -4.779 -0.677
H -1.908 -3.998 -1.728
H -2.608 -3.107 -0.359
H 0.450 -2.089 1.034
H -1.062 -5.311 2.638
H -0.256 -4.045 3.573
H 0.527 -5.627 3.343
H 2.278 -3.428 0.986
H 2.470 -4.437 2.422
H 1.691 -2.860 2.575
*
```

- relative energy (zero: lowest compared OMol25 entry of this formula, charge and spin) (eV) = 1.377
- calculated total energy (Eh) = -4684.751528
- highest occupied orbital energy (eV) = -7.17
- Kohn-Sham gap (eV) = 7.16

Here is a structure of composition C27H33FeNO5PS2 from the OMol25 dataset. Energies are from ωB97M-V/def2-TZVPD.

```
! wB97M-V def2-TZVPD RIJCOSX def2/J DEFGRID3
* xyz -2 6
Fe -0.182 -0.391 -0.756
C 1.997 2.116 0.678
N 0.739 2.174 -0.041
C -0.185 3.047 0.653
C 0.947 2.589 -1.417
C 1.724 1.551 -2.200
C 2.736 1.980 -3.056
C 3.471 1.061 -3.796
C 3.175 -0.291 -3.675
C 2.148 -0.703 -2.828
C 1.397 0.184 -2.050
H 2.428 3.127 0.803
H 2.707 1.507 0.124
H 1.843 1.671 1.659
H 0.231 4.067 0.756
H -0.376 2.642 1.647
H -1.127 3.098 0.110
H 1.475 3.564 -1.446
H -0.040 2.727 -1.864
H 2.962 3.041 -3.137
H 4.261 1.396 -4.459
H 3.733 -1.021 -4.253
H 1.902 -1.761 -2.789
O 1.352 -2.039 0.283
C 1.658 -1.989 1.655
C 0.683 -0.918 2.252
O 0.718 -0.800 3.481
O -0.025 -0.278 1.436
C 3.097 -1.529 1.879
C 3.862 -1.091 0.807
C 5.166 -0.645 1.004
C 5.715 -0.629 2.275
C 4.950 -1.063 3.355
C 3.652 -1.506 3.158
C 1.366 -3.356 2.265
C 0.048 -3.707 2.548
C -0.260 -4.979 2.999
C 0.743 -5.926 3.172
C 2.055 -5.590 2.881
C 2.361 -4.311 2.425
H 1.734 -2.788 -0.189
H 3.426 -1.077 -0.185
H 5.739 -0.296 0.153
H 6.728 -0.276 2.430
H 5.363 -1.044 4.356
H 3.042 -1.814 3.996
H -0.736 -2.976 2.400
H -1.292 -5.235 3.210
H 0.499 -6.921 3.526
H 2.846 -6.322 3.003
H 3.389 -4.052 2.201
C -1.614 1.226 -5.616
C -3.033 0.785 -5.307
O -3.378 1.075 -3.967
P -2.928 -0.115 -2.868
S -2.346 0.997 -1.247
S -1.008 -2.319 -1.637
O -4.501 -0.592 -2.545
C -4.734 -1.375 -1.390
C -5.454 -0.565 -0.331
H -1.383 1.082 -6.676
H -0.899 0.654 -5.023
H -1.487 2.281 -5.367
H -3.145 -0.285 -5.514
H -3.750 1.319 -5.938
H -3.787 -1.773 -1.000
H -5.349 -2.227 -1.701
H -4.846 0.296 -0.054
H -5.630 -1.177 0.560
H -6.416 -0.207 -0.705
*
```

- relative energy (zero: lowest compared OMol25 entry of this formula, charge and spin) (eV) = 0.734
- calculated total energy (Eh) = -3881.157745
- highest occupied orbital energy (alpha / beta) (eV) = -1.25 / -1.41
- Kohn-Sham gap (alpha / beta) (eV) = 5.80 / 5.96

Here is a structure of composition C27H33N3O3 at a distorted geometry from the OMol25 dataset. Energies are from ωB97M-V/def2-TZVPD.

```
! wB97M-V def2-TZVPD RIJCOSX def2/J DEFGRID3
* xyz 0 1
C 3.494 0.059 1.711
H 4.208 -0.761 1.163
O 2.319 -0.701 2.081
C 1.642 -1.215 1.162
C 2.106 -1.182 -0.270
C 1.133 -1.848 -0.990
C -0.048 -2.455 -0.509
C -0.172 -2.665 0.826
C 0.600 -1.926 1.747
C 0.161 -1.819 3.111
N -0.558 -0.716 3.676
C 0.164 0.462 4.094
C -0.805 1.527 4.010
C -2.173 0.699 3.798
N -1.697 -0.510 3.360
H -3.199 1.217 3.815
H -0.886 2.584 4.399
H 1.077 0.692 4.149
H -0.544 -2.806 3.383
H 0.956 -1.884 3.838
H -1.051 -3.142 1.215
C -0.925 -3.385 -1.357
N -1.264 -2.587 -2.513
C -2.379 -1.553 -2.088
C -2.085 -0.648 -3.073
C -1.015 0.352 -2.989
O -0.120 0.718 -3.924
C -0.835 0.877 -1.533
C -1.899 1.334 -0.614
C -1.654 1.902 0.485
C -0.320 2.222 0.879
C 0.843 2.150 -0.083
C 0.425 1.472 -1.274
H 1.332 1.479 -2.042
O 2.009 2.699 0.111
C 2.069 3.615 1.040
C 3.422 4.512 0.263
H 2.744 5.009 -0.645
H 4.171 3.998 0.276
H 3.396 5.489 1.081
C 2.408 3.474 2.296
H 3.383 3.092 2.591
H 2.538 4.347 3.085
H 1.911 2.771 2.734
H 1.332 4.330 1.078
H -0.200 2.801 1.613
H -2.425 2.054 1.115
H -2.883 0.968 -1.077
H -3.048 0.098 -2.865
C -2.432 -0.860 -4.431
C -1.395 -2.061 -4.922
C -1.441 -3.174 -3.885
H -2.454 -3.779 -4.039
H -0.791 -3.781 -4.196
H -0.537 -1.513 -5.041
H -1.853 -2.394 -5.864
H -3.346 -1.246 -4.732
H -2.302 0.007 -5.186
H -3.283 -2.192 -2.190
H -2.348 -1.229 -1.251
H -0.119 -4.246 -2.070
H -1.767 -3.877 -1.064
H 1.400 -2.034 -2.092
H 2.747 -0.564 -0.399
H 3.397 0.946 0.952
H 4.024 0.500 2.574
*
```

- relative energy (zero: lowest compared OMol25 entry of this formula, charge and spin) (eV) = 20.881
- calculated total energy (Eh) = -1437.860410
- highest occupied orbital energy (eV) = -7.87
- Kohn-Sham gap (eV) = 7.84

Here is a structure of composition C27H33N5O2PdSTe from the OMol25 dataset. Energies are from ωB97M-V/def2-TZVPD.

```
! wB97M-V def2-TZVPD RIJCOSX def2/J DEFGRID3
* xyz 2 1
Pd 0.427 -0.031 0.101
C 4.650 0.550 1.197
C 3.247 0.079 1.424
O 2.475 0.034 0.448
N 2.927 -0.315 2.650
C 1.710 -1.026 3.051
C 0.593 -0.110 3.495
C 0.297 0.093 4.834
C -0.758 0.930 5.165
C -1.480 1.534 4.149
C -1.113 1.274 2.840
N -0.102 0.474 2.514
H 4.687 1.198 0.326
H 5.281 -0.318 1.004
H 5.048 1.070 2.067
H 3.645 -0.202 3.352
H 1.991 -1.704 3.856
H 1.380 -1.627 2.198
H 0.876 -0.399 5.603
H -1.013 1.106 6.201
H -2.312 2.187 4.363
H -1.656 1.724 2.013
C 1.732 3.121 1.179
Te 0.984 2.398 -0.687
C -0.644 3.720 -0.277
C -0.040 4.787 0.602
C -0.623 6.043 0.716
C -0.060 6.996 1.548
C 1.090 6.701 2.267
C 1.680 5.453 2.151
C 1.118 4.492 1.320
H 2.820 3.153 1.145
H 1.410 2.430 1.958
H -1.431 3.156 0.226
H -1.033 4.108 -1.215
H -1.512 6.279 0.147
H -0.512 7.975 1.627
H 1.535 7.448 2.907
H 2.585 5.230 2.699
C 0.119 -4.716 1.010
N -0.039 -4.281 -0.368
C -0.469 -5.307 -1.312
C 0.309 -3.059 -0.748
C 0.227 -2.696 -2.205
O 0.708 -2.211 0.082
H 0.877 -5.498 1.063
H -0.826 -5.116 1.379
H 0.431 -3.877 1.626
H -1.052 -6.045 -0.767
H 0.384 -5.809 -1.769
H -1.101 -4.885 -2.086
H 0.584 -3.490 -2.854
H 0.827 -1.801 -2.363
H -0.809 -2.481 -2.477
N -1.498 1.181 -2.385
C -2.147 0.568 -1.357
N -1.533 -0.113 -0.416
C -2.461 -0.750 0.428
C -2.180 -1.625 1.470
C -3.231 -2.125 2.215
C -4.554 -1.769 1.939
C -4.846 -0.913 0.894
C -3.784 -0.422 0.147
S -3.867 0.614 -1.249
H -0.656 0.710 -2.703
H -2.071 1.540 -3.136
H -1.158 -1.915 1.685
H -3.025 -2.806 3.028
H -5.356 -2.175 2.537
H -5.866 -0.646 0.658
*
```

- relative energy (zero: lowest compared OMol25 entry of this formula, charge and spin) (eV) = 0.791
- calculated total energy (Eh) = -2266.609679
- highest occupied orbital energy (alpha / beta) (eV) = -13.75 / -13.75
- Kohn-Sham gap (alpha / beta) (eV) = 7.34 / 7.33

Here is a structure of composition C27H33N7O4RuS at a distorted geometry from the OMol25 dataset. Energies are from ωB97M-V/def2-TZVPD.

```
! wB97M-V def2-TZVPD RIJCOSX def2/J DEFGRID3
* xyz 3 6
Ru -0.645 1.116 -0.264
C -0.490 4.122 0.035
C -0.444 4.056 -1.483
C -1.435 3.271 -2.222
C -2.229 3.802 -3.192
C -3.163 3.106 -3.959
C -3.330 1.708 -3.675
C -2.502 1.204 -2.692
N -1.598 1.970 -1.926
N 0.173 2.958 0.824
C 1.625 3.035 0.904
C 2.261 2.167 -0.112
C 3.563 2.412 -0.533
C 4.119 1.645 -1.596
C 3.275 0.779 -2.264
C 1.954 0.515 -1.763
N 1.524 1.199 -0.712
C -0.428 3.017 2.159
C -1.821 2.449 2.193
C -2.754 2.882 3.153
C -3.928 2.186 3.297
C -4.246 1.100 2.439
C -3.258 0.727 1.551
N -2.095 1.412 1.404
H -1.537 4.173 0.409
H 0.011 5.028 0.325
H 0.537 3.786 -1.797
H -0.593 5.110 -1.732
H -2.245 4.902 -3.418
H -3.643 3.743 -4.695
H -3.962 0.995 -4.236
H -2.524 0.192 -2.301
H 1.982 2.675 1.905
H 1.988 4.018 0.736
H 4.142 3.120 0.029
H 5.102 1.689 -1.992
H 3.607 0.232 -3.096
H 1.304 -0.140 -2.304
H -0.310 4.053 2.525
H 0.264 2.460 2.807
H -2.547 3.694 3.847
H -4.653 2.501 4.064
H -5.165 0.497 2.524
H -3.259 -0.113 0.847
C 4.296 -5.633 0.468
C 3.447 -4.802 -0.524
S 2.312 -3.729 0.221
O 1.609 -2.911 -0.801
O 2.907 -3.000 1.294
C 1.132 -4.839 0.930
C 0.020 -4.054 1.645
N -0.616 -2.949 0.882
C -0.320 -1.690 0.886
N -0.915 -1.014 -0.110
C -1.654 -1.966 -0.816
C -1.468 -3.116 -0.200
N -2.004 -4.463 -0.681
O -1.662 -5.423 -0.038
O -2.822 -4.441 -1.551
C 0.527 -0.986 1.844
H 4.618 -6.511 -0.022
H 3.674 -5.879 1.347
H 5.181 -5.070 0.769
H 2.967 -5.440 -1.275
H 4.111 -4.176 -1.187
H 1.642 -5.417 1.688
H 0.713 -5.399 0.114
H 0.428 -3.595 2.568
H -0.746 -4.761 1.869
H -2.205 -1.697 -1.718
H 1.473 -0.730 1.480
H 0.758 -1.611 2.643
H -0.027 -0.152 2.265
*
```

- calculated total energy (Eh) = -2224.871672
- highest occupied orbital energy (alpha / beta) (eV) = -17.67 / -17.69
- Kohn-Sham gap (alpha / beta) (eV) = 9.21 / 6.54